C14H22N5O3S2Sc as an isolated structure at a distorted geometry, computed with ωB97M-V with the def2-TZVPD basis set.

Cartesian coordinates (Å):
H (0.13879, -4.06609, -0.54641)
C (-1.31880, 4.68078, -1.01751)
C (2.34406, 0.11401, -0.65088)
H (3.57842, 2.58054, 0.62700)
N (-1.45435, -2.91261, -1.12769)
H (-1.23489, -5.05008, -0.98910)
C (-1.68073, 2.60298, -0.01963)
H (4.99497, 1.44212, -1.37508)
C (-1.31105, -4.35092, 0.98911)
H (4.61752, -0.20461, 1.21546)
H (5.55413, -0.16750, -1.03310)
H (5.57104, 1.28647, 1.08726)
H (-0.69658, 5.50627, -1.27502)
C (-1.48096, 1.39738, 0.89547)
N (-2.57318, 0.53202, 0.89901)
C (-3.22429, 3.30870, -1.75140)
S (1.00167, -0.77435, -1.27301)
H (-0.93466, -2.83769, -1.97868)
H (-2.38578, -4.35936, 1.16952)
H (-2.41789, -3.10720, -1.44055)
N (3.51406, -0.08645, -1.26017)
O (-2.84126, -0.22465, -1.35488)
C (-2.79122, 2.36031, -0.84059)
H (0.35564, -3.16789, 1.88313)
H (-2.74495, 5.20169, -2.59976)
H (3.25929, 1.70478, 2.03417)
O (-0.47924, 0.95417, 1.46350)
C (-0.92296, -4.17634, -0.45287)
C (-2.45578, 4.45915, -1.84870)
C (-0.95681, 3.75375, -0.03690)
H (-0.99736, -1.41370, 2.55303)
H (-2.35450, -2.16024, 2.21943)
N (-1.41366, -2.04566, 1.87879)
C (4.69681, 0.74655, 0.73442)
H (1.31964, 1.21994, 0.63027)
O (-4.86251, 0.75138, -0.29085)
H (3.56866, -0.93142, -1.84274)
C (3.46199, 1.57658, 1.01716)
C (4.75048, 0.52972, -0.80431)
H (-1.02873, -5.37564, 1.35338)
H (-0.10773, 3.89776, 0.60541)
S (-3.46861, 0.80026, -0.43777)
H (-4.06845, 3.05403, -2.42258)
Sc (-1.19822, -0.91091, -0.05971)
H (-0.89416, -3.69079, 3.04643)
N (2.29523, 0.90820, 0.42258)
C (-0.72310, -3.35551, 2.00535)

Calculated values
LUMO energy = -6.66 eV
2S+1 = 1
E = -70828.9960 eV
Total charge = +2

Now the natural (NBO) charges, all in e: 0.21 -0.14 0.39 0.21 -0.89 0.23 -0.07 0.23 -0.45 0.22 0.24 0.26 0.25 0.62 -0.92 -0.14 -0.28 0.41 0.22 0.42 -0.54 -0.96 -0.36 0.21 0.26 0.23 -0.62 -0.22 -0.15 -0.19 0.42 0.42 -0.88 -0.42 0.44 -0.81 0.44 -0.22 -0.24 0.27 0.25 2.30 0.26 1.66 0.23 -0.56 -0.23

A 5-piece molecular cluster, C14H22N6O4 overall at a distorted geometry, computed with ωB97M-V with the def2-TZVPD basis set.

Cartesian coordinates (Å):
H (2.67848, 1.03713, -3.61590)
H (-4.87187, -1.79741, -3.36490)
N (-7.12601, -0.64328, -1.52072)
H (-1.49807, -0.07187, 0.42428)
H (1.85509, 0.41821, 1.98836)
N (1.06350, 2.33526, -1.25643)
C (3.04474, 1.62519, -2.77615)
H (-5.27925, -3.08306, -2.21336)
C (2.42621, -3.48951, 0.01597)
H (3.81531, 6.16874, -2.45643)
H (2.46111, -3.60095, -1.06031)
O (2.31346, -1.17496, -0.20918)
N (5.26238, 3.54389, -1.52912)
H (2.76047, 5.41303, -1.24599)
C (-0.18676, -1.46587, 1.36952)
C (3.78834, 5.68180, -1.48386)
C (4.61867, 4.47738, -1.50960)
C (1.96121, -2.10607, 0.40229)
C (1.92737, 2.02517, -1.92289)
N (1.11802, -2.05012, 1.57702)
H (4.16228, 6.37016, -0.72910)
C (-6.49939, -1.38046, -2.11163)
H (-6.19402, 0.65056, 0.09017)
C (-5.68907, -2.32597, -2.87848)
C (-0.47136, -0.39223, 0.36210)
O (0.60587, -1.78845, 4.74426)
H (-0.28968, -0.72706, -0.65499)
H (2.55204, 0.19221, 3.55964)
N (-3.27879, 1.13045, -0.95132)
H (3.45492, -3.55741, 0.36728)
H (3.54984, 2.50879, -3.15208)
C (1.46591, -2.33567, 3.83598)
H (0.81401, 0.20405, 3.41940)
O (1.87485, -3.39588, 3.99093)
C (1.72852, -0.11518, 2.92067)
N (1.81338, -1.56225, 2.70400)
H (0.12771, 0.49343, 0.53719)
H (-5.34002, 1.50263, 1.38984)
H (-0.24159, -2.22712, 4.60421)
H (-6.30422, -2.80910, -3.63456)
H (3.75218, 1.03050, -2.20327)
O (-1.04690, -1.84322, 2.06741)
H (-5.12266, -0.24452, 1.17954)
C (-5.27042, 0.69948, 0.65833)
H (1.86227, -4.26377, 0.51814)
C (-4.14805, 0.94334, -0.24622)

Calculated values
LUMO energy = 0.56 eV
SMILES = CC(=O)N(C(C)=O)N(C)C(=O)O.CC#N.CC#N.CC#N.CC#N
2S+1 = 1
E = -32002.4498 eV

Now the natural (NBO) charges, all in e: 0.25 0.26 -0.36 0.25 0.23 -0.36 -0.72 0.26 -0.73 0.25 0.24 -0.52 -0.35 0.27 0.71 -0.72 0.30 0.74 0.31 -0.43 0.26 0.31 0.28 -0.72 -0.73 -0.74 0.24 0.22 -0.36 0.25 0.26 0.90 0.21 -0.51 -0.45 -0.32 0.26 0.25 0.51 0.25 0.27 -0.54 0.25 -0.73 0.24 0.30